(1)
{
  "formula": "C25H27Cl4F3O2",
  "method": "ωB97M-V/def2-TZVPD",
  "species": ["C", "Cl", "Cl", "Cl", "Cl", "C", "C", "O", "C", "H", "H", "H", "H", "H", "H", "C", "C", "O", "C", "H", "H", "H", "H", "H", "H", "F", "C", "C", "C", "C", "C", "C", "H", "H", "H", "H", "H", "F", "C", "C", "C", "C", "C", "C", "H", "H", "H", "H", "H", "F", "C", "C", "C", "C", "C", "C", "H", "H", "H", "H", "H"],
  "positions_angstrom": [[1.687, 2.984, -2.245], [2.349, 3.608, -0.751], [2.586, 1.582, -2.801], [0.065, 2.414, -1.788], [1.535, 4.222, -3.502], [-3.621, 0.413, 3.442], [-4.964, -0.302, 3.502], [-5.985, 0.301, 3.512], [-5.006, -1.835, 3.253], [-3.526, 0.972, 4.373], [-3.527, 1.099, 2.601], [-2.811, -0.307, 3.319], [-5.939, -2.050, 2.730], [-4.948, -2.342, 4.216], [-4.178, -2.134, 2.610], [-2.788, -3.074, -4.947], [-3.760, -4.160, -4.407], [-4.086, -4.128, -3.223], [-4.260, -5.242, -5.300], [-1.821, -3.469, -4.633], [-3.190, -2.210, -4.419], [-2.803, -2.901, -6.023], [-4.624, -4.779, -6.218], [-5.073, -5.871, -4.938], [-3.392, -5.827, -5.604], [0.149, -1.330, -10.506], [-0.797, -0.571, -9.846], [-0.363, 0.494, -9.089], [-1.320, 1.410, -8.496], [-2.666, 1.121, -8.677], [-3.068, 0.090, -9.524], [-2.181, -0.774, -10.151], [0.697, 0.702, -9.082], [-1.024, 2.257, -7.895], [-3.465, 1.701, -8.239], [-4.130, -0.008, -9.695], [-2.480, -1.613, -10.763], [4.143, 6.366, 5.162], [4.926, 5.623, 6.078], [5.942, 4.760, 5.593], [6.748, 4.054, 6.487], [6.470, 4.217, 7.908], [5.338, 4.941, 8.320], [4.696, 5.744, 7.436], [6.095, 4.670, 4.528], [7.557, 3.417, 6.162], [7.010, 3.703, 8.689], [5.018, 5.009, 9.349], [3.859, 6.384, 7.676], [3.062, -1.669, 2.245], [2.561, -2.009, 3.450], [1.546, -2.978, 3.553], [1.110, -3.458, 4.755], [1.592, -2.889, 5.888], [2.559, -1.894, 5.829], [3.086, -1.440, 4.636], [1.249, -3.282, 2.560], [0.335, -4.209, 4.706], [1.147, -3.270, 6.796], [2.865, -1.591, 6.820], [3.814, -0.645, 4.575]],
  "mulliken_charge": [0.3731, -0.0845, -0.0885, -0.1094, -0.0914, -0.8988, 0.6680, -0.5178, -0.9659, 0.2765, 0.2729, 0.2776, 0.3101, 0.2479, 0.3293, -0.9032, 0.7044, -0.5588, -0.9923, 0.2584, 0.2958, 0.3155, 0.2998, 0.3046, 0.2749, -0.3054, 0.3982, -0.3546, -0.4093, -0.4956, -0.2670, -0.5118, 0.4120, 0.3910, 0.3865, 0.3522, 0.4051, -0.2974, 0.3662, -0.3192, -0.4605, -0.3778, -0.4010, -0.3351, 0.3847, 0.3832, 0.3445, 0.3451, 0.3679, -0.2988, 0.3772, -0.3636, -0.4623, -0.3305, -0.3574, -0.3886, 0.3784, 0.3556, 0.3507, 0.3266, 0.4125],
  "gap_ev": 9.5,
  "e_above_lowest_kj_mol": 11.0,
  "total_charge": 0,
  "homo_ev": -9.32
}

---

(2)
{
  "formula": "C2H3FN2O3",
  "method": "ωB97M-V/def2-TZVPD",
  "species": ["C", "C", "N", "N", "O", "O", "O", "F", "H", "H", "H"],
  "positions_angstrom": [[0.076, 0.011, -0.504], [-0.303, -0.092, -1.845], [1.227, -0.607, 0.043], [-0.919, 0.591, 1.883], [-0.826, 1.606, 2.431], [-0.441, 0.854, 0.484], [-1.192, -0.507, 2.130], [-1.453, 0.357, -2.417], [0.227, -0.848, -2.341], [1.698, -1.370, -0.391], [1.906, 0.006, 0.528]],
  "mulliken_charge": [0.7303, -0.5080, -0.4022, 1.1012, -0.5322, -0.4150, -0.5296, -0.2141, 0.3423, 0.1902, 0.2371],
  "gap_ev": [6.1, 9.1],
  "total_charge": 0,
  "multiplicity": 3,
  "homo_ev": [-5.57, -11.09]
}

---

(3)
{
  "formula": "C20H25N5O4S",
  "method": "ωB97M-V/def2-TZVPD",
  "species": ["C", "C", "H", "H", "S", "O", "O", "N", "C", "N", "C", "N", "N", "H", "C", "C", "C", "C", "C", "C", "C", "H", "O", "C", "H", "H", "H", "H", "H", "H", "H", "H", "N", "H", "C", "C", "C", "C", "C", "C", "C", "H", "H", "H", "O", "C", "H", "H", "H", "H", "H", "H", "H", "H", "H"],
  "positions_angstrom": [[-0.899, -4.086, -0.500], [-0.161, -3.855, 0.797], [0.843, -4.267, 0.796], [-0.708, -4.205, 1.669], [0.063, -2.081, 1.050], [0.595, -1.837, 2.365], [-1.117, -1.357, 0.689], [1.336, -1.715, -0.002], [2.099, -0.563, 0.099], [2.378, -0.080, -1.085], [1.724, -0.925, -1.939], [1.092, -1.912, -1.354], [1.764, -0.722, -3.280], [2.119, 0.193, -3.512], [0.649, -1.212, -4.075], [-0.679, -1.045, -3.374], [-1.629, -2.057, -3.410], [-2.788, -1.943, -2.666], [-3.008, -0.845, -1.855], [-2.069, 0.180, -1.821], [-0.926, 0.083, -2.611], [-0.216, 0.894, -2.562], [-2.177, 1.308, -1.068], [-3.068, 1.278, 0.023], [-2.884, 0.395, 0.641], [-4.113, 1.297, -0.307], [-2.857, 2.177, 0.600], [-3.898, -0.800, -1.249], [-3.524, -2.733, -2.697], [-1.450, -2.941, -4.004], [0.660, -0.684, -5.032], [0.812, -2.277, -4.268], [2.541, -0.122, 1.287], [2.038, -0.515, 2.076], [2.950, 1.270, 1.407], [1.744, 2.167, 1.522], [1.261, 2.537, 2.764], [0.106, 3.310, 2.879], [-0.570, 3.700, 1.729], [-0.087, 3.319, 0.487], [1.061, 2.562, 0.376], [1.434, 2.263, -0.591], [-0.623, 3.615, -0.402], [-1.467, 4.298, 1.786], [-0.267, 3.626, 4.152], [-1.427, 4.398, 4.340], [-2.317, 3.890, 3.953], [-1.527, 4.524, 5.417], [-1.337, 5.383, 3.869], [1.766, 2.238, 3.669], [3.586, 1.352, 2.291], [3.526, 1.510, 0.512], [-0.325, -3.661, -1.320], [-1.057, -5.148, -0.671], [-1.860, -3.580, -0.467]],
  "mulliken_charge": [-0.8522, -0.6486, 0.3326, 0.4398, 1.1647, -0.8063, -0.4632, 0.3319, 0.2738, -0.5878, -0.0645, -0.5415, -0.1666, 0.3164, -1.1178, 0.5282, -0.7404, -0.8531, -0.1057, 0.2008, 0.2150, 0.3879, -0.3916, -0.6410, 0.3120, 0.3309, 0.1055, 0.3667, 0.3986, 0.3699, 0.4255, 0.3569, -0.1401, 0.4532, -1.5174, 0.7097, -0.5857, 0.6917, -0.5539, -0.6272, -0.4675, 0.4577, 0.3550, 0.4714, -0.4416, -0.8412, 0.3406, 0.2530, 0.3364, 0.4289, 0.4678, 0.4442, 0.2353, 0.4435, 0.2095],
  "gap_ev": 8.9,
  "e_above_lowest_kj_mol": 292.6,
  "total_charge": 0,
  "homo_ev": -8.23
}

---

(4)
{
  "formula": "CH2N4O3",
  "method": "ωB97M-V/def2-TZVPD",
  "species": ["C", "H", "H", "N", "N", "N", "N", "O", "O", "O"],
  "positions_angstrom": [[0.477, -0.017, -0.099], [3.504, 0.536, -0.202], [-1.538, 2.298, -0.125], [1.594, 0.587, 0.254], [-0.164, -1.261, -0.587], [-1.222, -1.409, -0.156], [-0.685, 0.659, 0.404], [2.661, -0.146, -0.001], [-1.416, -0.370, 0.795], [-1.431, 1.421, -0.605]],
  "mulliken_charge": [0.5421, 0.3941, 0.3665, -0.2733, -0.0965, -0.0793, 0.1025, -0.3454, -0.1733, -0.4375],
  "gap_ev": 9.6,
  "e_above_lowest_kj_mol": 313.5,
  "total_charge": 0,
  "homo_ev": -10.08
}

---

(5)
{
  "formula": "C5H10NO",
  "method": "ωB97M-V/def2-TZVPD",
  "species": ["C", "O", "C", "C", "C", "C", "N", "H", "H", "H", "H", "H", "H", "H", "H", "H", "H"],
  "positions_angstrom": [[-1.834, 0.920, 1.121], [-2.073, 1.087, 2.434], [-0.877, -0.302, 0.811], [-0.383, -0.489, -0.613], [1.112, -0.283, -0.811], [1.931, -1.281, -1.214], [1.501, 1.031, -0.534], [-2.826, 0.776, 0.628], [-1.322, 1.765, 0.566], [-0.045, -0.079, 1.499], [-1.437, -1.147, 1.228], [-0.970, 0.196, -1.264], [-0.657, -1.461, -1.018], [2.955, -1.221, -0.859], [1.611, -2.091, -1.852], [2.442, 0.985, -0.145], [0.873, 1.595, 0.024]],
  "mulliken_charge": [-0.3744, -0.8701, -0.7070, -0.6328, 0.5113, -0.9216, -0.5224, 0.2162, 0.0646, 0.2656, 0.3389, 0.3336, 0.3310, 0.1824, 0.2672, 0.2182, 0.2994],
  "gap_ev": 6.2,
  "e_above_lowest_kj_mol": 75.0,
  "total_charge": -1,
  "homo_ev": -2.39
}

---

(6)
{
  "formula": "C2H8N2O",
  "method": "ωB97M-V/def2-TZVPD",
  "species": ["C", "C", "N", "N", "H", "H", "H", "H", "H", "H", "H", "H", "O"],
  "positions_angstrom": [[0.188, -0.493, -0.666], [-0.702, 0.484, -0.517], [-1.879, 0.231, 0.216], [1.386, -0.418, -1.498], [0.081, -1.449, -0.179], [-0.582, 1.472, -0.953], [-1.780, -0.165, 1.130], [-2.568, 0.970, 0.142], [1.869, 0.466, -1.427], [1.079, -0.451, -2.466], [1.085, 0.497, 2.234], [1.239, -0.819, 1.743], [0.585, -0.326, 2.241]],
  "mulliken_charge": [-0.5005, -0.1045, -0.4826, -0.6057, 0.4479, 0.3231, 0.2122, 0.2189, 0.2448, 0.2585, 0.3180, 0.3238, -0.6538],
  "gap_ev": 8.9,
  "e_above_lowest_kj_mol": 191.3,
  "total_charge": 0,
  "homo_ev": -7.98
}

---

(7)
{
  "formula": "C22H33N7O4PPdS2",
  "method": "ωB97M-V/def2-TZVPD",
  "species": ["Pd", "C", "C", "O", "P", "S", "S", "O", "C", "C", "H", "H", "H", "H", "H", "H", "H", "H", "H", "H", "N", "C", "C", "C", "C", "N", "C", "N", "N", "C", "O", "O", "H", "H", "H", "H", "H", "H", "H", "H", "H", "H", "H", "H", "H", "H", "N", "C", "C", "C", "C", "C", "C", "N", "C", "C", "C", "C", "N", "C", "C", "H", "H", "H", "H", "H", "H", "H", "H", "H"],
  "positions_angstrom": [[0.544, 0.159, 0.048], [6.133, 1.874, 3.323], [4.811, 1.157, 3.342], [4.046, 1.596, 2.161], [2.537, 1.255, 1.972], [1.941, 2.034, 0.214], [2.084, -0.701, 1.913], [1.733, 1.865, 3.194], [1.857, 3.299, 3.504], [0.477, 3.889, 3.617], [6.726, 1.550, 4.179], [5.995, 2.952, 3.389], [6.685, 1.642, 2.414], [4.227, 1.392, 4.233], [4.925, 0.077, 3.260], [2.441, 3.786, 2.722], [2.408, 3.354, 4.441], [-0.041, 3.853, 2.657], [0.551, 4.935, 3.915], [-0.109, 3.364, 4.373], [-0.782, 0.779, 1.510], [-1.523, -0.423, 1.988], [-2.833, -0.063, 2.696], [-3.173, -0.913, 3.926], [-3.536, -2.372, 3.675], [-4.779, -2.472, 2.911], [-5.037, -3.397, 1.994], [-6.081, -3.238, 1.176], [-4.307, -4.504, 1.900], [-1.707, -1.386, 0.798], [-2.637, -2.166, 0.785], [-0.802, -1.316, -0.131], [-0.304, 1.241, 2.283], [-1.427, 1.459, 1.110], [-0.844, -0.925, 2.684], [-3.648, -0.090, 1.969], [-2.752, 0.970, 3.044], [-3.997, -0.434, 4.461], [-2.328, -0.903, 4.620], [-3.645, -2.888, 4.631], [-2.753, -2.854, 3.095], [-5.509, -1.805, 3.106], [-6.504, -2.336, 1.047], [-6.422, -4.003, 0.620], [-3.571, -4.686, 2.558], [-4.281, -5.014, 1.033], [4.767, -2.147, -5.282], [4.912, -2.717, -6.527], [6.034, -3.013, -7.301], [5.792, -3.594, -8.525], [4.485, -3.875, -8.973], [3.384, -3.582, -8.206], [3.605, -2.990, -6.958], [2.700, -2.593, -5.999], [3.420, -2.102, -5.027], [2.824, -1.566, -3.809], [3.565, -1.056, -2.744], [2.914, -0.562, -1.636], [1.578, -0.557, -1.541], [0.850, -1.066, -2.554], [1.432, -1.564, -3.691], [5.513, -1.823, -4.693], [7.039, -2.800, -6.964], [6.629, -3.843, -9.164], [4.355, -4.333, -9.944], [2.378, -3.793, -8.544], [4.645, -1.034, -2.754], [3.463, -0.156, -0.800], [-0.222, -1.075, -2.421], [0.830, -1.960, -4.495]],
  "mulliken_charge": [0.3526, -1.2801, -0.1130, -0.1847, 1.0121, -0.2236, -0.2445, -0.2756, -0.2719, -1.2244, 0.3945, 0.3271, 0.3172, 0.2938, 0.3401, 0.4501, 0.2912, 0.2543, 0.4279, 0.3116, -0.4199, 0.2046, -0.4618, -1.2241, -0.7079, -0.1186, 0.8057, -0.4230, -0.3844, 0.4151, -0.5257, -0.7283, 0.0688, 0.3020, 0.2249, 0.3203, 0.3784, 0.4095, 0.4392, 0.3667, 0.4067, 0.2666, 0.1993, 0.2247, 0.2482, 0.2363, 0.0031, 0.7461, -1.0569, -0.4192, -0.5019, -0.7702, 0.6095, -0.6036, -0.0830, 1.0681, -1.0156, -0.1930, 0.2461, -0.5004, -0.6363, 0.1812, 0.3882, 0.3954, 0.3933, 0.4405, 0.3214, 0.3951, 0.5947, 0.5198],
  "gap_ev": [6.0, 4.4],
  "e_above_lowest_kj_mol": 0.0,
  "total_charge": 2,
  "multiplicity": 2,
  "homo_ev": [-12.01, -12.01]
}

---

(8)
{
  "formula": "C25H29IN6O7S",
  "method": "ωB97M-V/def2-TZVPD",
  "species": ["N", "H", "H", "C", "H", "H", "C", "C", "H", "C", "H", "H", "C", "N", "C", "O", "C", "C", "C", "C", "C", "C", "S", "C", "H", "H", "C", "N", "C", "O", "C", "N", "C", "O", "H", "H", "C", "C", "C", "C", "C", "C", "C", "H", "H", "O", "H", "H", "H", "H", "H", "H", "C", "O", "N", "H", "H", "H", "I", "H", "N", "O", "O", "H", "H", "H", "H", "H", "H"],
  "positions_angstrom": [[-0.579, -2.517, 2.562], [-1.257, -1.906, 3.009], [0.260, -2.507, 3.128], [-1.093, -3.880, 2.380], [-0.302, -4.587, 2.644], [-1.949, -4.087, 3.032], [-1.485, -4.151, 0.919], [-2.868, -3.636, 0.491], [-2.920, -3.659, -0.600], [-3.274, -2.250, 0.990], [-3.158, -2.201, 2.072], [-4.336, -2.103, 0.779], [-2.534, -1.061, 0.370], [-1.111, -1.298, 0.231], [-0.414, -0.901, -0.820], [-0.894, -0.396, -1.837], [1.077, -1.069, -0.701], [1.730, -2.024, -1.458], [3.115, -2.098, -1.401], [3.849, -1.243, -0.591], [3.187, -0.289, 0.158], [1.801, -0.168, 0.086], [0.897, 1.064, 1.001], [1.369, 2.629, 0.182], [2.451, 2.739, 0.172], [0.921, 3.386, 0.824], [0.824, 2.758, -1.246], [-0.542, 2.292, -1.360], [-1.553, 2.830, -0.644], [-1.518, 3.917, -0.112], [-2.754, 1.874, -0.515], [-2.683, 1.375, 0.842], [-2.632, 0.132, 1.343], [-2.578, -0.055, 2.545], [-2.684, 2.106, 1.546], [-2.642, 1.049, -1.220], [-4.108, 2.564, -0.749], [-5.187, 1.536, -0.565], [-5.530, 0.687, -1.608], [-6.444, -0.334, -1.423], [-7.026, -0.529, -0.177], [-6.691, 0.319, 0.874], [-5.780, 1.337, 0.676], [-5.530, 1.988, 1.500], [-7.152, 0.161, 1.836], [-7.918, -1.528, 0.059], [-8.082, -2.022, -0.754], [-6.704, -0.986, -2.247], [-5.079, 0.823, -2.581], [-4.124, 2.972, -1.761], [-4.215, 3.386, -0.041], [-0.653, 1.327, -1.673], [1.718, 1.998, -2.237], [2.842, 1.639, -1.957], [1.155, 1.786, -3.437], [0.205, 2.051, -3.631], [1.666, 1.265, -4.130], [0.858, 3.825, -1.508], [4.321, 0.921, 1.446], [4.924, -1.337, -0.560], [3.807, -3.089, -2.191], [3.133, -3.806, -2.898], [5.013, -3.144, -2.094], [1.180, -2.698, -2.098], [-0.673, -1.708, 1.088], [-2.945, -0.831, -0.615], [-3.619, -4.335, 0.868], [-0.708, -3.743, 0.274], [-1.485, -5.234, 0.771]],
  "mulliken_charge": [-0.5147, 0.2298, 0.2661, -0.8552, 0.4665, 0.2702, -0.1853, -0.9713, 0.2727, -0.9553, 0.4098, 0.3928, -0.3584, 0.9113, -0.8649, -0.8716, 0.4551, 0.4085, -1.2656, -0.3357, -0.6436, 0.9798, 0.1417, -0.8824, 0.5960, 0.5677, -0.0094, -0.2524, -0.4642, -0.6855, 0.3069, 0.5577, -0.3403, -0.7453, 0.3707, 0.5452, -1.3690, 0.2498, -0.4857, -0.5957, 0.8787, -0.6895, -0.3550, 0.3377, 0.4105, -0.5688, 0.2834, 0.3084, 0.4269, 0.4587, 0.4864, 0.2451, -0.0243, -0.5420, -0.2708, 0.2009, 0.2628, 0.4942, 0.0880, 0.5680, 1.0228, -0.6162, -0.6300, 0.6684, 0.2197, 0.7222, 0.4453, -0.0481, 0.4697],
  "gap_ev": 8.0,
  "e_above_lowest_kj_mol": 0.0,
  "total_charge": 0,
  "homo_ev": -8.75
}

---

| no. | E_tot (Ha) |
| --- | --- |
| 1 | -3259.57596 |
| 2 | -512.77986 |
| 3 | -1750.02963 |
| 4 | -483.76173 |
| 5 | -326.45673 |
| 6 | -265.71028 |
| 7 | -2807.70218 |
| 8 | -2521.19203 |